131
Properties=species:S:1:pos:R:3 method="wB97M-V/def2-TZVPD" homo_lumo_gap_ha=0.3309 e_tot_ha=-3136.407622 lumo_ev=2.37 multiplicity=1 charge=-1 homo_ev=-6.633 max_force_ha_per_bohr=0.0757
H -1.307 -2.764 -0.047
H -4.005 -6.437 2.431
H -3.755 -0.873 1.647
H -2.832 -3.161 0.336
H -3.716 0.242 -4.465
H 2.202 0.281 -3.034
C -0.167 0.642 -6.892
F -0.005 -1.080 0.759
F 0.484 2.120 0.900
H -2.778 -1.307 -2.797
C 1.945 -2.923 2.231
C -6.319 1.547 -1.279
H -0.973 -6.341 0.790
H 3.825 -0.619 -1.607
H -0.079 1.381 -7.682
H 7.567 -2.162 -3.832
H -0.946 -4.401 -2.421
C -2.734 -1.409 3.460
O 1.283 -2.626 3.441
O 0.083 1.399 5.487
H -3.784 0.688 -3.049
F 1.788 0.286 0.703
N -3.125 3.913 -2.527
C 6.539 2.533 -3.235
H 5.170 4.145 -4.069
H -2.443 2.071 -1.554
H 2.549 -2.444 -3.684
H 0.071 4.269 2.577
H -2.322 -1.994 5.529
H -4.290 -5.521 1.011
C 3.769 -0.967 -2.648
H 1.233 -3.308 1.490
H 2.363 -2.027 1.753
H 4.600 1.855 -2.413
C -0.671 -4.875 -1.477
C -2.932 3.026 -1.338
H 6.422 1.972 -4.161
N 3.101 0.069 -3.461
H 2.186 -2.257 -1.923
H -3.796 4.601 -2.133
H -4.050 1.908 0.101
H -1.067 3.754 -0.704
H -0.668 5.616 3.417
C 1.676 2.395 6.995
H 5.893 4.479 -1.668
O -4.110 -1.003 5.368
H 1.838 2.333 4.879
C 7.301 -1.991 -2.779
H 0.835 0.398 -6.492
H -1.096 -1.202 -2.676
H -2.684 -5.210 -0.835
O -5.109 2.085 -1.746
H 5.645 -0.129 -3.160
H -3.298 -6.968 0.875
H 3.259 2.488 0.075
H -4.798 -1.169 3.061
H 5.026 -1.444 -4.255
H 1.043 1.036 8.301
H 0.741 4.983 4.168
C -1.363 0.011 -5.016
C 1.448 1.680 5.678
C 5.149 2.757 -2.646
P 0.191 0.520 0.927
C -4.275 2.602 -0.712
H -4.752 3.577 -0.490
H -2.092 -0.185 -1.632
H 3.597 -3.100 -2.490
H 0.022 0.874 4.676
H -0.439 -0.530 -4.747
H 2.200 3.900 -0.178
N -1.598 -2.211 3.044
H -0.419 -0.342 -7.337
O -1.091 3.825 4.227
H -4.115 -1.698 7.347
H 7.096 3.458 -3.398
F 0.105 0.590 -0.727
O 1.877 1.458 8.075
H -2.341 4.578 -2.431
N 4.415 3.551 -3.722
N -2.127 -3.268 -0.394
H 2.172 0.856 5.691
C 2.953 -2.233 -2.692
H -2.001 -0.740 -5.514
C -4.778 -1.514 6.483
H 7.689 -1.028 -2.436
C 5.164 -1.113 -3.210
H 0.852 3.055 7.282
F 0.327 0.545 2.513
C -1.982 -0.565 -2.644
H -5.235 -2.490 6.267
H -2.554 -0.336 3.541
H -1.665 -3.217 3.071
O -2.412 -5.285 1.857
C -3.161 -1.919 4.833
H 5.755 3.102 -0.589
H 7.170 1.981 -2.527
H -2.450 4.754 -0.040
H -1.343 1.341 -3.324
N -3.356 1.042 -3.909
C 2.982 3.287 -0.615
H 7.750 -2.803 -2.205
H -0.676 2.983 4.471
C -1.390 -5.323 0.866
H -4.209 -2.545 2.181
H -0.477 -5.907 -1.790
H -5.478 -0.746 6.804
H -0.488 -4.813 1.240
H -1.259 -1.896 2.143
F -1.387 0.743 1.023
H -6.755 2.116 -0.440
C -3.933 -1.536 2.494
C -3.504 -6.108 1.516
C -2.087 3.754 -0.297
H 2.777 -3.599 2.414
H 3.839 4.260 -3.259
H 2.622 2.934 6.948
H 3.659 0.914 -3.447
C -1.933 0.511 -3.726
H -7.127 1.632 -2.010
C -1.789 -4.697 -0.462
H 2.581 2.847 -1.532
O 4.023 4.207 -0.930
H -1.845 3.303 0.674
H 0.268 -4.457 -1.107
H -3.703 -2.865 4.677
O -1.063 1.050 -5.916
H 0.482 -2.117 3.212
O 5.921 -2.148 -2.582
C -0.126 4.671 3.576
H -6.119 0.513 -0.977
C 5.231 3.649 -1.391